# 1
Molecular formula: C4H14O2
Method: DFT, ωB97M-V with the def2-TZVPD basis set

## Properties
**HOMO level**: -11.34 eV
**Frontier orbital gap**: 12.09 eV
**Energy relative to the best compared isomer or geometry (same formula, charge and spin)**: 33.2 kcal/mol
**SMILES string**: CCCC.O.O
**Total energy**: -8468.921 eV

The geometry in ORCA input format:
```
! RIJCOSX wB97M-V def2-TZVPD def2/J DEFGRID3
* xyz 0 1
O 1.69 2.63 -0.79
O -2.14 2.26 0.65
C 0.66 -1.34 -0.45
C -0.15 -1.24 -1.75
C -0.02 0.00 1.55
C -0.11 -1.36 0.88
H -0.61 -2.13 -2.19
H -1.30 1.80 0.59
H 0.91 2.29 -0.36
H -0.93 0.21 2.14
H -1.12 -1.66 0.55
H 1.23 -0.35 -0.40
H 2.41 2.10 -1.14
H 0.38 -2.15 1.54
H 0.75 0.25 2.27
H 1.42 -2.15 -0.49
H -2.75 1.52 0.76
H 0.51 -0.90 -2.55
H -1.06 -0.61 -1.65
H 0.22 0.84 0.85
*
```

---

# 2
Molecular formula: C4H14O2S
Method: DFT, ωB97M-V with the def2-TZVPD basis set

## Properties
**HOMO level (alpha / beta)**: 0.83 / -6.09 eV
**Frontier orbital gap (alpha / beta)**: 1.95 / 8.87 eV
**Energy relative to the best compared isomer or geometry (same formula, charge and spin)**: 22.5 kcal/mol
**Expectation value of S²**: 0.75
**Total energy**: -19303.454 eV

The geometry in ORCA input format:
```
! RIJCOSX wB97M-V def2-TZVPD def2/J DEFGRID3
* xyz -1 2
S -1.21 -1.00 1.11
O 7.54 0.22 -0.61
O 5.44 0.31 1.28
C -0.49 -0.01 -0.19
C -3.71 -0.76 -0.16
C -3.05 -0.39 1.17
C -3.53 0.22 -1.28
H -0.57 1.08 -0.13
H 5.01 0.64 2.10
H -4.52 0.71 -1.39
H 7.22 0.15 0.30
H -0.70 -0.18 -1.27
H -4.74 -0.96 0.08
H 5.55 1.13 0.77
H -3.01 0.65 1.49
H -2.78 1.01 -1.18
H -3.19 -0.23 -2.24
H 0.52 -0.40 -0.21
H -3.31 -1.74 -0.46
H -3.38 -1.12 1.95
H 6.90 0.66 -1.17
*
```

---

# 3
Molecular formula: C4H14O2S
Method: DFT, ωB97M-V with the def2-TZVPD basis set

## Properties
**HOMO level**: -8.23 eV
**Frontier orbital gap**: 8.99 eV
**Energy relative to the best compared isomer or geometry (same formula, charge and spin)**: 39.5 kcal/mol
**SMILES string**: CCCSC.O.O
**Total energy**: -19303.831 eV

The geometry in ORCA input format:
```
! RIJCOSX wB97M-V def2-TZVPD def2/J DEFGRID3
* xyz 0 1
S 0.59 0.58 -1.17
O -0.68 -3.97 -1.56
O -3.48 3.54 0.49
C 1.42 0.33 0.55
C 1.04 -2.14 0.51
C 0.08 2.29 -1.06
C 0.88 -0.86 1.35
H 2.54 0.37 0.24
H -4.10 3.58 1.23
H 0.54 3.04 -1.83
H -1.10 -3.74 -2.40
H 1.54 -0.83 2.23
H 1.30 1.38 1.02
H 0.63 -3.07 0.95
H -0.25 -4.77 -1.76
H 0.26 2.53 0.02
H 0.53 -1.94 -0.46
H -2.65 3.86 0.91
H -1.02 2.43 -1.21
H 2.16 -1.99 0.34
H -0.24 -0.62 1.61
*
```

---

# 4
Molecular formula: C4H14O2S2
Method: DFT, ωB97M-V with the def2-TZVPD basis set

## Properties
**HOMO level**: -8.84 eV
**Frontier orbital gap**: 4.95 eV
**Energy relative to the best compared isomer or geometry (same formula, charge and spin)**: 99.0 kcal/mol
**Total energy**: -30136.403 eV

The geometry in ORCA input format:
```
! RIJCOSX wB97M-V def2-TZVPD def2/J DEFGRID3
* xyz 0 1
S -1.23 1.27 -1.55
S 2.46 0.25 0.00
O -1.30 1.70 1.72
O 0.95 -0.37 2.58
C -0.45 -1.99 0.03
C -1.25 -1.49 -1.20
C -0.48 -0.35 -1.87
C 1.56 1.79 -0.12
H 1.60 -0.66 3.22
H 0.62 -0.21 -1.60
H -1.54 1.17 0.95
H -1.52 -2.20 -1.99
H 1.47 -0.20 1.76
H 1.09 1.78 -1.13
H 0.81 1.95 0.66
H 0.52 -2.42 -0.20
H -2.22 -1.11 -0.89
H -0.22 -1.07 0.57
H 2.27 2.62 -0.11
H -0.38 -0.38 -2.97
H -1.67 2.59 1.53
H -1.10 -2.66 0.60
*
```

---

# 5
Molecular formula: C4H14O3
Method: DFT, ωB97M-V with the def2-TZVPD basis set

## Properties
**HOMO level**: -10.77 eV
**Frontier orbital gap**: 11.52 eV
**Energy relative to the best compared isomer or geometry (same formula, charge and spin)**: 10.8 kcal/mol
**SMILES string**: CC[C@H](C)O.O.O
**Total energy**: -10517.462 eV

The geometry in ORCA input format:
```
! RIJCOSX wB97M-V def2-TZVPD def2/J DEFGRID3
* xyz 0 1
O -2.20 -2.02 -0.25
O -2.23 1.31 -0.33
O 0.28 1.00 1.18
C 1.36 0.22 0.56
C 1.68 -0.94 1.50
C 1.00 0.74 -1.91
C 0.79 -0.25 -0.77
H 2.24 -0.53 2.35
H -2.91 -2.12 0.40
H 0.61 1.30 2.04
H 0.74 -1.39 1.82
H -2.07 -1.07 -0.23
H 2.15 0.96 0.46
H 2.03 0.81 -2.22
H 0.57 1.73 -1.74
H 0.44 0.42 -2.80
H -1.93 1.17 -1.23
H -1.50 1.09 0.26
H -0.26 -0.43 -0.59
H 2.32 -1.67 1.02
H 1.34 -1.14 -1.06
*
```

---

# 6
Molecular formula: C4H14O3
Method: DFT, ωB97M-V with the def2-TZVPD basis set

## Properties
**HOMO level**: -8.66 eV
**Frontier orbital gap**: 9.20 eV
**Energy relative to the best compared isomer or geometry (same formula, charge and spin)**: 54.4 kcal/mol
**SMILES string**: C/C=C/C.O.O.O
**Total energy**: -10515.570 eV

The geometry in ORCA input format:
```
! RIJCOSX wB97M-V def2-TZVPD def2/J DEFGRID3
* xyz 0 1
O -2.48 -2.41 -2.16
O 5.57 -1.95 -2.91
O 1.15 -0.33 -3.69
C -0.55 0.71 1.84
C -1.51 1.52 2.34
C -1.60 2.97 1.98
C -0.12 -0.68 2.34
H -0.20 -1.41 1.53
H 5.37 -2.33 -2.02
H -0.83 3.18 1.23
H -0.56 0.76 0.74
H 0.92 -0.57 2.63
H -2.12 1.06 3.11
H 1.61 0.36 -3.20
H -0.88 -1.03 3.04
H 5.45 -1.00 -2.71
H -2.17 -3.23 -2.54
H -1.37 3.56 2.88
H 0.22 -0.16 -3.44
H -3.29 -2.34 -2.69
H -2.60 3.31 1.69
*
```

---

# 7
Molecular formula: C4H14O3
Method: DFT, ωB97M-V with the def2-TZVPD basis set

## Properties
**HOMO level**: -9.57 eV
**Frontier orbital gap**: 10.36 eV
**Energy relative to the best compared isomer or geometry (same formula, charge and spin)**: 25.3 kcal/mol
**SMILES string**: C/C=C/C.O.O.O
**Total energy**: -10516.830 eV

The geometry in ORCA input format:
```
! RIJCOSX wB97M-V def2-TZVPD def2/J DEFGRID3
* xyz 0 1
O 2.09 1.18 0.91
O 1.68 -1.53 1.21
O -0.35 0.44 1.77
C -0.68 1.69 -2.01
C -1.55 -0.31 -0.88
C -0.55 0.39 -1.38
C -1.51 -1.83 -0.48
H -2.33 -2.24 -1.05
H -0.64 -2.19 -1.05
H -0.58 0.49 0.83
H 1.11 1.17 0.94
H 2.13 -0.67 1.10
H -1.70 2.11 -2.14
H 0.02 -0.43 1.96
H -2.52 0.19 -0.79
H 2.32 -2.20 1.50
H -1.69 -1.96 0.57
H 2.28 1.81 1.62
H -0.06 2.44 -1.46
H 0.46 0.00 -1.55
H -0.31 1.66 -3.05
*
```

---

# 8
Molecular formula: C4H14O3S
Method: DFT, ωB97M-V with the def2-TZVPD basis set

## Properties
**HOMO level**: -8.79 eV
**Frontier orbital gap**: 9.21 eV
**Energy relative to the best compared isomer or geometry (same formula, charge and spin)**: 44.3 kcal/mol
**SMILES string**: OCCCCS.O.O
**Total energy**: -21350.934 eV

The geometry in ORCA input format:
```
! RIJCOSX wB97M-V def2-TZVPD def2/J DEFGRID3
* xyz 0 1
S -2.18 0.28 -0.70
O -0.52 -1.32 -3.09
O 0.49 -0.65 3.08
O 0.48 -3.08 -0.59
C 0.06 0.47 2.41
C 0.89 0.98 1.25
C -0.54 0.93 -1.03
C 0.10 1.81 0.07
H 0.05 -2.37 0.08
H 0.74 2.62 -0.29
H -0.24 -1.50 -3.96
H -0.49 -2.10 -2.49
H 1.40 -3.00 -0.60
H -0.61 2.54 0.64
H -1.06 0.50 2.28
H 1.41 0.17 0.74
H 0.06 0.04 -1.11
H -2.70 0.22 -1.97
H 1.31 -0.98 2.67
H 0.13 1.43 2.92
H 1.68 1.62 1.69
H -0.46 1.39 -1.97
*
```

---

# 9
Molecular formula: C4H14O4
Method: DFT, ωB97M-V with the def2-TZVPD basis set

## Properties
**HOMO level**: -9.06 eV
**Frontier orbital gap**: 9.57 eV
**Energy relative to the best compared isomer or geometry (same formula, charge and spin)**: 28.6 kcal/mol
**SMILES string**: C/C=C(/C)O.O.O.O
**Total energy**: -12563.789 eV

The geometry in ORCA input format:
```
! RIJCOSX wB97M-V def2-TZVPD def2/J DEFGRID3
* xyz 0 1
O -0.24 -1.21 2.45
O 0.83 -2.35 0.15
O -2.05 -1.01 0.51
O 1.36 0.09 -1.62
C -0.03 1.39 -0.20
C -0.93 0.12 -2.14
C 0.14 0.62 -1.27
C 1.14 1.84 0.69
H 1.59 2.75 0.38
H 0.71 2.13 1.65
H 2.14 0.45 -1.25
H 1.90 1.15 0.95
H -1.68 -1.28 1.30
H -1.56 -0.20 0.32
H -1.95 0.25 -1.81
H -0.73 2.16 -0.15
H -0.84 -0.97 -2.35
H -1.02 0.71 -3.03
H -0.16 -2.07 0.13
H 1.20 -1.56 -0.43
H 0.50 -1.92 2.31
H -0.32 -1.11 3.43
*
```

---

# 10
Molecular formula: C4H14O4
Method: DFT, ωB97M-V with the def2-TZVPD basis set

## Properties
**HOMO level (alpha / beta)**: -13.37 / -13.37 eV
**Frontier orbital gap (alpha / beta)**: 7.94 / 4.80 eV
**Energy relative to the best compared isomer or geometry (same formula, charge and spin)**: 31.7 kcal/mol
**Expectation value of S²**: 0.79
**Total energy**: -12554.361 eV

The geometry in ORCA input format:
```
! RIJCOSX wB97M-V def2-TZVPD def2/J DEFGRID3
* xyz 1 2
O -4.33 0.74 -5.20
O 1.55 5.37 0.30
O -1.07 0.46 2.82
O 4.97 2.95 3.53
C -0.18 -2.04 -0.40
C 0.37 -1.47 0.73
C 0.27 -3.27 -0.91
C -0.59 -4.20 -1.45
H 4.43 2.85 4.32
H 4.92 2.08 3.12
H -5.13 0.24 -4.99
H 1.21 -1.96 1.20
H -1.12 1.34 2.41
H -0.96 -1.47 -0.90
H -0.05 -0.60 1.24
H 1.61 5.30 1.26
H -1.62 -3.90 -1.58
H -0.32 -5.18 -1.82
H -4.66 1.65 -5.26
H 1.34 -3.43 -0.89
H 1.26 4.51 -0.04
H -1.89 0.05 2.51
*
```

---

# 11
Molecular formula: C4H15Cl2NSi3
Method: DFT, ωB97M-V with the def2-TZVPD basis set

## Properties
**HOMO level**: -9.32 eV
**Frontier orbital gap**: 8.51 eV
**Energy relative to the best compared isomer or geometry (same formula, charge and spin)**: 0.0 kcal/mol
**Total energy**: -54563.602 eV

The geometry in ORCA input format:
```
! RIJCOSX wB97M-V def2-TZVPD def2/J DEFGRID3
* xyz 0 1
Cl 2.17 3.30 -0.83
Cl 1.39 1.05 -2.91
Si -0.47 0.79 1.53
Si 2.69 1.39 -1.36
Si -0.65 -1.69 -0.42
N -0.56 -0.01 0.00
C 1.04 -2.41 -0.94
C -1.10 2.57 1.26
C 1.32 0.77 2.19
C -1.86 -1.85 -1.88
H 1.64 -2.69 -0.08
H 0.92 -3.29 -1.56
H 1.80 -0.17 1.95
H -0.68 0.61 -0.79
H -1.37 0.11 2.48
H -2.16 2.57 1.03
H -1.14 -2.38 0.78
H -0.96 3.17 2.15
H 1.62 -1.69 -1.51
H 1.34 0.88 3.27
H 1.92 1.57 1.76
H -1.53 -1.27 -2.74
H -0.58 3.07 0.45
H -1.95 -2.88 -2.21
H -2.85 -1.50 -1.61
*
```

---

# 12
Molecular formula: C4H15InO5
Method: DFT, ωB97M-V with the def2-TZVPD basis set

## Properties
**HOMO level**: -8.53 eV
**Frontier orbital gap**: 8.36 eV
**Energy relative to the best compared isomer or geometry (same formula, charge and spin)**: 0.0 kcal/mol
**Total energy**: -19796.603 eV

The geometry in ORCA input format:
```
! RIJCOSX wB97M-V def2-TZVPD def2/J DEFGRID3
* xyz 0 1
In 29.23 -7.52 21.30
O 29.43 -7.86 19.23
O 28.34 -9.17 21.46
O 27.34 -7.55 20.78
O 27.82 -7.32 22.71
O 30.06 -6.07 22.57
C 27.74 -10.08 20.57
C 26.22 -9.92 20.60
C 26.88 -7.14 19.48
C 26.89 -5.61 19.36
H 27.19 -7.09 23.42
H 27.90 -5.21 19.35
H 28.17 -9.44 22.36
H 26.64 -7.32 21.40
H 25.92 -7.62 19.30
H 25.77 -10.43 21.45
H 25.94 -8.87 20.65
H 27.98 -11.11 20.86
H 26.33 -5.13 20.17
H 26.48 -5.41 18.38
H 30.96 -6.47 22.59
H 28.09 -9.87 19.56
H 29.77 -8.76 19.07
H 25.83 -10.34 19.67
H 27.52 -7.52 18.69
*
```